*A*
{
  "formula": "CH15NO5",
  "method": "ωB97M-V/def2-TZVPD",
  "symbols": ["C", "N", "H", "H", "H", "H", "H", "H", "H", "O", "H", "H", "O", "H", "H", "O", "H", "H", "O", "H", "H", "O"],
  "coordinates": [[-0.88139, 3.66493, 0.71697], [-0.94269, 2.17177, 0.58365], [-1.26194, 3.97160, 1.71769], [-1.33348, 4.27560, -0.07352], [0.22956, 3.62741, 0.63044], [-0.28058, 1.82302, 1.29064], [-1.84892, 1.84479, 0.88799], [-0.18064, -0.87201, -3.10182], [0.40441, -2.07636, -3.62913], [-0.24005, -1.41236, -3.90544], [0.23413, -2.16919, 2.75449], [0.20531, -0.83508, 1.97459], [0.52038, -1.25300, 2.77934], [-1.22859, -1.59432, -0.80782], [-0.15086, -2.32663, -0.07098], [-1.07988, -2.08356, 0.02192], [-0.85067, 0.89524, -0.74749], [-1.00681, 1.02093, -2.14869], [-0.77149, 0.30667, -1.53796], [2.98833, -0.95215, 2.27948], [2.47640, -0.41168, 1.08407], [3.24790, -0.98794, 1.34016]],
  "smiles": "CN.O.O.O.O.O",
  "gap_ha": 0.404
}

*B*
{
  "formula": "CH15NO5",
  "method": "ωB97M-V/def2-TZVPD",
  "symbols": ["C", "N", "H", "H", "H", "H", "H", "H", "H", "O", "H", "H", "O", "H", "H", "O", "H", "H", "O", "H", "H", "O"],
  "coordinates": [[-2.71658, 0.55184, -0.31737], [-1.63026, 1.19739, 0.43857], [-3.40041, 1.23492, -0.81865], [-3.15836, -0.16573, 0.37032], [-2.27246, -0.00768, -1.14730], [-1.96317, 1.65692, 1.27682], [-1.15611, 1.89523, -0.12366], [0.66867, 0.56453, -2.53321], [1.26817, 0.92053, -1.22804], [0.42639, 1.00944, -1.71697], [0.71705, -2.76652, -1.33846], [0.85596, -1.32778, -0.85346], [0.48245, -1.86122, -1.54598], [1.16726, -0.40332, 2.10429], [2.34405, 0.37377, 2.72869], [2.13138, -0.31496, 2.10182], [-0.92223, -1.84282, 0.82239], [-0.97741, -0.27882, 0.96530], [-0.52330, -1.10522, 1.27814], [3.35213, -0.21592, -0.60560], [2.49042, 0.33885, 0.51887], [2.81638, 0.54657, -0.37651]],
  "smiles": "CN.O.O.O.O.O",
  "gap_ha": 0.384
}

*C*
{
  "formula": "CH15NO5",
  "method": "ωB97M-V/def2-TZVPD",
  "symbols": ["C", "N", "H", "H", "H", "H", "H", "H", "H", "O", "H", "H", "O", "H", "H", "O", "H", "H", "O", "H", "H", "O"],
  "coordinates": [[-1.48669, -1.22495, -0.18988], [-0.86714, -0.29482, -1.09081], [-1.80337, -2.23309, -0.58188], [-2.41104, -0.78470, 0.25170], [-0.77192, -1.59631, 0.62293], [-1.44506, 0.37602, -1.50909], [-0.30032, 0.32197, -0.48757], [-1.67798, 0.13244, 4.13005], [-2.06092, 1.54821, 3.83544], [-2.01347, 0.69676, 3.48676], [0.04932, 2.25149, 1.19409], [-0.76963, 1.26382, 1.95695], [-0.82915, 2.12092, 1.36563], [2.90395, -1.44080, -1.45279], [2.46547, -1.95478, -0.11935], [2.71453, -1.13262, -0.51406], [0.36047, -1.78690, -2.99171], [0.99320, -0.52979, -3.31926], [1.24184, -1.38576, -3.07653], [2.30673, 1.17460, -0.37330], [1.66558, 2.50016, -0.98424], [1.73561, 1.97814, -0.15307]],
  "smiles": "CN.O.O.O.O.O",
  "gap_ha": 0.355
}

Most stable structure among those shown: *B*.